Density functional theory data (ωB97M-V/def2-TZVPD) for a 8-piece molecular cluster, C28H50O9S7 overall at a distorted geometry.

The geometry in XYZ format:
```
94
Properties=species:S:1:pos:R:3:forces:R:3
C -2.65900 6.15230 2.16879 0.437 0.423 -0.547
S -1.85986 5.49744 0.72567 0.848 -0.634 0.505
O -0.79966 4.55899 1.26159 -0.871 0.294 -0.697
C -3.31009 4.56667 0.14135 0.924 -0.656 0.275
H -1.89005 6.65187 2.75806 -0.116 -0.262 0.183
H -3.13355 5.29106 2.63909 -0.148 0.529 0.358
H -3.28504 6.92893 1.72947 -0.658 -0.128 0.511
H -3.87999 5.23368 -0.50549 -0.027 -0.398 -0.098
H -3.89687 4.06802 0.91280 -0.123 0.558 0.322
H -2.82668 3.70809 -0.32477 -0.252 0.213 -0.863
C -2.15757 -0.31733 -5.62013 0.125 0.709 -0.192
S -0.61556 -1.02176 -4.89009 -0.372 1.410 0.746
O 0.44128 0.05094 -5.04265 -0.158 -0.536 -0.375
C -1.05638 -0.76581 -3.13586 0.178 0.536 -0.123
H -2.24646 0.75289 -5.43347 0.508 0.092 0.639
H -3.10115 -0.73475 -5.26871 0.300 -0.573 -0.039
H -2.08123 -0.31970 -6.70746 0.060 -0.708 0.000
H -1.91586 -1.33757 -2.78587 0.116 0.003 -0.020
H -1.18903 0.31046 -3.02567 -0.659 0.085 -0.364
H -0.16288 -0.87129 -2.52054 0.127 -0.891 -0.179
C -4.82418 1.39002 3.65785 -0.705 1.958 0.013
S -3.19761 0.72721 3.13663 -0.779 1.476 2.082
O -2.14797 1.75823 3.49956 -0.678 -0.399 -1.025
C -3.12916 -0.25694 4.60205 1.135 -0.463 0.704
H -5.69396 0.74076 3.75805 0.281 -0.493 -0.944
H -5.03117 2.30197 3.09786 -0.339 -0.491 -1.073
H -4.89363 1.90400 4.61656 1.323 -0.516 0.756
H -3.10897 0.32515 5.52339 -0.583 0.728 -0.350
H -2.06581 -0.48736 4.53671 -0.172 -1.477 0.194
H -3.89200 -1.02659 4.71960 0.525 -0.397 -0.395
C 6.93130 -1.52048 -1.38099 -0.357 -0.060 1.739
S 6.09120 -0.99458 0.25843 -0.315 0.204 -1.201
O 6.73207 0.30403 0.63104 -0.637 -0.538 -0.423
C 4.32936 -0.68977 -0.33354 -0.076 0.139 0.600
H 7.91995 -1.09872 -1.19986 -0.146 0.466 -0.544
H 6.38491 -1.21389 -2.27293 0.311 0.120 0.146
H 7.10512 -2.59516 -1.32658 -0.479 -0.093 -0.179
H 3.75684 -1.59829 -0.52035 0.513 -0.437 -0.181
H 4.10411 0.01570 -1.13334 0.734 0.047 -0.252
H 3.78305 -0.25284 0.50238 0.379 0.101 0.363
C -6.37405 -0.78597 -0.88292 -0.165 -0.498 1.363
S -4.53791 -0.51723 -0.66969 -0.290 1.739 -2.256
O -4.32707 0.94495 -0.29106 -0.395 -1.568 0.325
C -3.99800 -1.62853 0.57905 0.107 -0.881 0.950
H -6.68901 -1.34843 -0.00398 -0.178 0.129 0.181
H -6.75036 -1.37215 -1.72130 0.935 -0.017 -0.354
H -6.93056 0.15113 -0.89802 0.581 0.241 0.138
H -3.92489 -2.63811 0.17471 -0.243 0.029 -0.460
H -4.53288 -1.74676 1.52140 -0.213 0.547 0.001
H -2.96113 -1.35896 0.77989 -0.051 0.249 0.108
C 4.29326 0.17145 -4.31591 0.789 1.160 0.082
S 4.26363 2.06778 -3.95163 -0.846 -1.856 -2.447
O 4.84326 2.66065 -5.24098 -0.500 -0.256 1.515
C 2.46778 2.36345 -3.92995 0.255 1.207 0.027
H 3.91518 0.02124 -5.32714 -0.570 0.367 0.238
H 3.72508 -0.29978 -3.51391 0.083 0.033 -0.133
H 5.35116 -0.08547 -4.37029 -0.035 -0.025 0.524
H 2.01289 1.77861 -3.13049 0.160 -0.155 0.135
H 1.99446 2.22044 -4.90136 0.403 -0.669 -0.082
H 2.38262 3.43230 -3.73392 -0.047 0.026 0.377
C -0.87042 1.68319 -0.27835 -0.329 -1.320 -0.086
S 0.50409 0.65559 0.21127 -0.789 1.871 2.687
O 1.59767 0.90374 -0.73785 1.315 -0.200 -1.751
C 0.85198 1.87549 1.55567 0.831 -0.323 1.308
H -1.37249 1.92457 0.65853 -0.122 0.409 -0.249
H -1.51920 1.01850 -0.84877 -0.210 0.651 -0.502
H -0.38370 2.51503 -0.78750 -0.548 0.105 -0.029
H 0.95254 2.92280 1.27084 0.373 -0.254 -1.131
H 1.74437 1.51702 2.06873 0.307 0.114 -0.242
H 0.14959 2.05806 2.36896 -0.833 -1.035 -0.177
C 1.51082 -4.56789 -1.67399 -1.368 0.049 -0.826
C 0.17706 -4.08946 -1.59817 1.646 -0.947 -0.387
C -0.26576 -3.55402 -0.42999 -0.852 -0.293 0.085
C 0.57111 -3.42279 0.66123 0.454 -0.742 0.017
C 1.92060 -3.87559 0.58628 -0.705 0.235 -0.621
C 2.39423 -4.41340 -0.63884 -0.463 -0.144 2.303
C 2.83395 -3.76436 1.78792 -0.356 1.309 0.151
O 3.90480 -4.30976 1.92295 -0.499 -0.273 -0.472
C 2.38905 -2.68440 2.74925 -0.145 1.793 -0.362
C 3.37494 -2.03326 3.52763 -1.828 0.753 0.474
C 2.96942 -0.92657 4.33377 0.072 -1.369 -0.924
C 1.66256 -0.42718 4.27432 1.878 -0.763 1.628
C 0.70998 -1.06032 3.51706 0.067 1.550 -0.652
C 1.06691 -2.06612 2.65307 0.899 -2.659 0.947
C -0.00036 -2.75070 1.84631 -1.268 2.619 1.095
O -1.20374 -2.46012 2.07728 2.755 -1.491 -1.131
H 1.69011 -5.17819 -2.54679 0.705 0.174 -0.139
H -0.47716 -4.29573 -2.43236 -0.138 0.124 0.003
H -1.32809 -3.40073 -0.31011 -0.048 0.555 0.149
H 3.37356 -4.85458 -0.52621 0.223 -0.049 -0.693
H 4.41842 -2.30877 3.56837 -0.111 -0.501 -0.169
H 3.71863 -0.59937 5.03947 -0.130 0.630 -0.033
H 1.40810 0.32296 5.00845 -0.252 0.349 -0.288
H -0.22490 -0.51983 3.50044 -0.487 -0.671 -0.289
```
Forces are in eV/Å.

As for the spin multiplicity: 2. The total charge is +1. The total energy comes out at -4560.7527 Ha.